No. 1
Density functional theory data (ωB97M-V/def2-TZVPD) for a structure of composition C25H28Cl2N2O4Pd in a non-equilibrium geometry.

Computed properties:
**HOMO level (alpha / beta)**: -0.47 / -1.15 eV
**⟨S²⟩**: 6.0302
**HOMO-LUMO gap (alpha / beta)**: 4.78 / 5.02 eV
**Relative energy (zero: lowest compared OMol25 entry of this formula, charge and spin)**: 0.267 eV
**Net charge**: -2
**LUMO level (alpha / beta)**: 4.31 / 3.87 eV
**Multiplicity**: 5

Cartesian coordinates (Å):
C (0.03, -1.56, -4.26)
C (0.93, -0.49, -4.60)
C (0.16, 0.70, -4.78)
C (2.40, -0.59, -4.64)
C (-1.22, 0.36, -4.59)
C (-1.30, -1.03, -4.28)
C (-2.51, -1.81, -3.95)
C (0.42, -2.93, -3.89)
C (0.72, 2.05, -4.93)
C (-2.36, 1.29, -4.59)
Pd (1.37, 0.35, -0.95)
Cl (2.88, 1.46, -2.14)
Cl (2.36, -1.85, -0.59)
O (-0.27, 1.22, -1.70)
H (2.70, -1.64, -4.75)
H (2.82, -0.23, -3.68)
H (2.80, 0.06, -5.43)
H (1.21, 2.41, -4.01)
H (-0.07, 2.77, -5.17)
H (1.48, 2.05, -5.73)
H (-2.01, 2.32, -4.76)
H (-2.93, 1.30, -3.64)
H (-3.07, 1.03, -5.40)
H (-3.42, -1.27, -4.20)
H (-2.56, -2.12, -2.88)
H (-2.52, -2.77, -4.50)
H (1.16, -2.92, -3.08)
H (0.84, -3.46, -4.75)
H (-0.45, -3.50, -3.53)
H (-0.24, 1.88, -0.92)
O (-2.34, -2.99, -0.65)
H (-1.40, -2.35, -0.38)
O (0.05, 2.66, 0.36)
C (0.08, 1.83, 1.20)
N (-0.03, 1.82, 2.57)
C (0.02, 0.46, 3.15)
C (0.01, -0.49, 1.86)
O (0.06, -1.71, 1.63)
N (0.13, 0.41, 0.83)
C (1.41, 0.31, 3.75)
C (2.44, -0.38, 3.08)
C (3.68, -0.50, 3.72)
C (3.90, 0.14, 4.94)
C (2.92, 0.96, 5.52)
C (1.66, 1.02, 4.94)
C (-1.21, 0.28, 4.00)
C (-1.11, -0.38, 5.23)
C (-2.25, -0.46, 6.03)
C (-3.44, 0.13, 5.60)
C (-3.54, 0.74, 4.34)
C (-2.41, 0.81, 3.52)
H (-0.01, 2.73, 3.05)
H (2.38, -0.89, 2.11)
H (4.44, -1.12, 3.24)
H (4.85, 0.00, 5.44)
H (3.13, 1.51, 6.44)
H (0.86, 1.58, 5.44)
H (-0.15, -0.78, 5.58)
H (-2.19, -0.97, 7.00)
H (-4.32, 0.10, 6.24)
H (-4.49, 1.17, 3.99)
H (-2.50, 1.30, 2.54)



No. 2
Density functional theory data (ωB97M-V/def2-TZVPD) for a structure of composition C35H48BBr63FN2O7S in a non-equilibrium geometry.

Computed properties:
**HOMO level**: -11.16 eV
**HOMO-LUMO gap**: 7.45 eV
**Net charge**: +1
**LUMO level**: -3.71 eV
**Multiplicity**: 1

Cartesian coordinates (Å):
C (-2.71, -1.78, 0.69)
C (-1.81, -0.87, 1.57)
B (-0.26, -1.06, 1.41)
O (0.60, -0.64, 2.46)
C (0.48, -1.64, 0.05)
C (1.55, -2.73, 0.42)
C (1.16, -4.11, -0.15)
C (-0.02, -4.72, 0.66)
C (0.28, -5.00, 2.11)
O (0.16, -6.03, 1.09)
O (2.82, -2.41, -0.14)
C (3.25, -1.14, 0.35)
C (4.73, -1.01, 0.02)
C (5.48, -2.11, 0.83)
N (5.45, -1.87, 2.29)
C (2.35, 0.04, -0.13)
C (3.05, 1.08, -1.04)
C (3.74, 2.17, -0.21)
O (4.53, 2.97, -1.08)
C (4.47, 4.32, -0.78)
O (5.50, 4.95, -0.70)
N (1.09, -0.52, -0.76)
S (1.24, -0.87, -2.47)
O (0.88, 0.27, -3.21)
O (2.50, -1.38, -2.82)
F (0.19, -1.97, -2.76)
H (-2.40, -1.77, -0.37)
H (-2.79, -2.79, 1.08)
H (-3.72, -1.36, 0.69)
H (-2.13, 0.18, 1.48)
H (-2.05, -1.13, 2.61)
H (0.67, 0.33, 2.37)
H (-0.30, -2.17, -0.51)
H (1.67, -2.82, 1.51)
H (0.80, -4.02, -1.18)
H (1.98, -4.82, -0.02)
H (-1.03, -4.37, 0.41)
H (1.30, -4.87, 2.46)
H (-0.59, -4.99, 2.76)
H (3.16, -1.21, 1.45)
H (5.20, -0.07, 0.31)
H (4.89, -1.27, -1.04)
H (6.54, -2.16, 0.56)
H (5.06, -3.10, 0.66)
H (4.69, -2.40, 2.71)
H (5.24, -0.89, 2.50)
H (2.08, 0.61, 0.76)
H (3.71, 0.63, -1.79)
H (2.27, 1.62, -1.60)
H (2.93, 2.80, 0.21)
H (4.29, 1.78, 0.66)
H (3.50, 4.83, -0.66)
H (0.39, 0.24, -0.69)
C (6.71, 1.44, -2.95)
Br (7.38, -0.06, -1.93)
Br (7.96, 2.90, -2.95)
Br (6.19, 0.93, -4.73)
H (5.82, 1.79, -2.45)
C (7.39, 7.67, -2.50)
Br (6.38, 8.94, -3.54)
Br (8.79, 6.85, -3.54)
Br (8.07, 8.45, -0.88)
H (6.71, 6.88, -2.21)
C (3.13, -3.42, -5.54)
Br (3.79, -4.91, -4.49)
Br (4.39, -1.97, -5.59)
Br (2.61, -3.98, -7.30)
H (2.24, -3.06, -5.04)
C (-4.12, -1.65, -3.01)
Br (-5.12, -0.30, -2.08)
Br (-2.33, -1.06, -3.40)
Br (-4.12, -3.32, -2.04)
H (-4.61, -1.84, -3.95)
C (4.32, -7.60, -8.20)
Br (2.66, -8.12, -7.36)
Br (5.81, -7.78, -7.00)
Br (4.61, -8.52, -9.86)
H (4.23, -6.54, -8.43)
C (-5.75, -0.27, 3.32)
Br (-4.95, -1.65, 4.40)
Br (-4.52, 1.18, 2.98)
Br (-6.48, -0.99, 1.69)
H (-6.57, 0.14, 3.89)
C (-6.85, -0.11, 7.95)
Br (-7.48, 0.52, 6.24)
Br (-6.25, -1.94, 7.88)
Br (-5.51, 1.05, 8.69)
H (-7.70, -0.09, 8.62)
C (-6.76, -2.72, -6.67)
Br (-5.45, -1.37, -6.26)
Br (-6.54, -3.41, -8.45)
Br (-6.77, -4.13, -5.35)
H (-7.73, -2.25, -6.63)
C (-7.20, 4.36, 10.82)
Br (-6.36, 2.96, 11.84)
Br (-5.99, 5.82, 10.48)
Br (-8.00, 3.70, 9.19)
H (-8.01, 4.76, 11.42)
C (0.30, -2.59, 5.72)
Br (-0.24, -2.25, 3.89)
Br (-0.38, -1.23, 6.90)
Br (-0.18, -4.37, 6.33)
H (1.38, -2.53, 5.75)
C (-3.42, 2.94, 14.30)
Br (-3.04, 1.19, 13.60)
Br (-3.28, 2.99, 16.22)
Br (-2.33, 4.29, 13.47)
H (-4.45, 3.17, 14.05)
C (-2.69, -1.94, -9.42)
Br (-3.80, -0.80, -10.52)
Br (-1.41, -2.92, -10.46)
Br (-1.84, -0.94, -8.00)
H (-3.35, -2.66, -8.95)
C (2.90, 11.34, -3.61)
Br (4.16, 12.60, -2.88)
Br (3.31, 10.90, -5.44)
Br (2.75, 9.76, -2.51)
H (1.93, 11.82, -3.61)
C (-5.48, -5.10, 10.89)
Br (-4.14, -3.76, 11.26)
Br (-5.35, -5.74, 9.07)
Br (-5.42, -6.55, 12.16)
H (-6.44, -4.63, 10.99)
C (-9.32, 0.51, -1.87)
Br (-9.86, 1.10, -3.62)
Br (-8.72, -1.32, -1.88)
Br (-8.01, 1.70, -1.09)
H (-10.19, 0.55, -1.24)
C (-10.54, -4.78, -0.27)
Br (-11.68, -3.66, -1.35)
Br (-9.25, -5.72, -1.36)
Br (-9.69, -3.78, 1.14)
H (-11.17, -5.52, 0.19)
C (-0.43, 10.40, -7.98)
Br (0.06, 8.72, -8.78)
Br (-0.62, 10.25, -6.07)
Br (0.78, 11.81, -8.48)
H (-1.40, 10.67, -8.37)
C (1.22, 3.55, 3.22)
Br (1.84, 2.06, 4.26)
Br (2.48, 5.00, 3.19)
Br (0.73, 3.01, 1.42)
H (0.31, 3.92, 3.69)
C (10.10, 1.50, -6.61)
Br (9.34, 3.24, -6.25)
Br (10.51, 0.55, -4.98)
Br (8.97, 0.46, -7.78)
H (11.03, 1.67, -7.13)
C (8.24, -6.17, -9.54)
Br (7.20, -4.97, -10.63)
Br (9.65, -7.01, -10.55)
Br (8.91, -5.30, -7.96)
H (7.57, -6.96, -9.21)
C (-2.42, 4.70, 9.40)
Br (-3.05, 5.32, 7.68)
Br (-1.82, 2.88, 9.32)
Br (-1.08, 5.87, 10.12)
H (-3.27, 4.73, 10.07)



Which formula does entry 2 have? C35H48BBr63FN2O7S



Which formula does entry 2 have? C35H48BBr63FN2O7S